No. 1
Molecular formula: C5H9F3N3
Method: DFT, wB97M-V/def2-TZVPD

**E_LUMO**: -3.68 eV
**HOMO**: -12.6 eV
**Gap between HOMO and LUMO**: 8.89 eV
**Net charge**: +1

XYZ file:
```
20
Properties=species:S:1:pos:R:3:forces:R:3
F -1.71342 2.93921 1.58741 1.02 -1.12 -0.54
F -1.43906 -1.79189 -0.61405 -0.15 -0.37 -0.69
H 1.92464 0.53364 0.64534 -1.76 0.62 0.76
N 1.04489 -1.82556 -1.66604 -2.79 -2.30 -3.83
H 0.07382 -2.30784 -1.65081 1.67 0.56 0.66
N 0.20459 -0.34449 -0.09582 2.15 0.46 0.84
F -1.04335 1.44342 2.99687 0.41 0.02 -1.38
H 1.63248 -2.15715 -0.98459 1.91 -1.94 1.91
C -1.99051 0.10143 0.69198 0.24 2.49 0.92
H -3.08004 -0.04984 0.71351 0.78 -0.09 0.38
H 0.83085 -0.09513 1.96044 -0.43 1.09 -1.56
H 0.50633 2.41525 0.29423 -1.50 -0.73 2.23
C 0.81791 -0.46100 -1.37748 0.25 4.69 -0.48
N 0.22435 1.81621 1.14695 3.84 0.50 -2.98
H 1.79629 0.19014 -1.49070 -1.83 -1.56 0.47
C -1.13487 -0.60395 -0.00293 -1.40 0.62 1.15
H 0.14434 -0.11712 -2.16965 0.02 0.26 0.00
C 0.81605 0.49878 0.96983 1.89 -1.92 0.51
C -0.97543 1.82539 1.69592 -4.65 -1.56 0.52
H 1.36015 -2.00951 -2.65043 0.33 0.28 1.11
```
Positions in Å, forces in eV/Å.



No. 2
Molecular formula: C3H7N
Method: DFT, wB97M-V/def2-TZVPD

**Structure (SMILES)**: C=CNC
**E_LUMO**: 1.22 eV
**HOMO**: -8.2 eV
**Gap between HOMO and LUMO**: 9.43 eV

XYZ file:
```
11
Properties=species:S:1:pos:R:3:forces:R:3
H -0.62781 1.80399 -1.39696 -0.39 0.25 -0.58
H -0.96092 0.30964 -2.60646 -0.21 0.69 -0.25
H 0.91894 -0.38774 2.37507 0.10 0.38 -0.18
C 0.37860 -0.60121 1.45492 -0.08 -0.33 -0.49
H 0.75373 -1.55017 1.07152 0.10 -0.07 0.16
N 0.55958 0.37910 0.36329 0.06 -1.70 0.74
H -0.67840 -0.77429 1.69581 0.03 0.16 0.07
C -0.60767 0.76817 -1.69649 0.88 -1.83 1.08
H 0.19486 1.26856 0.63193 -0.13 0.59 -0.04
H 0.08142 -1.13257 -1.06342 0.14 -0.17 0.22
C -0.01235 -0.08349 -0.82921 -0.50 2.04 -0.72
```
Positions in Å, forces in eV/Å.



No. 3
Molecular formula: C6H12O
Method: DFT, wB97M-V/def2-TZVPD

**Structure (SMILES)**: C=CCCC.C=O
**E_LUMO**: 0.97 eV
**HOMO**: -9.7 eV
**Gap between HOMO and LUMO**: 10.71 eV

XYZ file:
```
19
Properties=species:S:1:pos:R:3:forces:R:3
H -0.34199 -0.03311 2.23367 0.13 -0.26 0.04
C 0.01337 -1.51842 0.70067 -0.01 -0.03 -0.01
H -2.03066 1.53156 -0.34624 0.08 0.04 0.10
H 1.16490 0.28722 0.27153 -0.07 -0.29 -0.12
H 0.33820 -2.56700 0.63999 -0.14 0.21 -0.04
H -0.94823 2.98536 -0.81595 -0.01 -0.07 0.12
C -1.21248 2.21971 -0.06029 0.19 0.00 0.29
H -0.51296 -1.71658 2.80579 0.14 0.17 -0.12
C 0.21747 -0.29792 -1.54282 0.15 0.07 -0.11
H 1.82994 -1.18306 -0.45093 -0.32 0.21 0.07
H 1.17024 1.56073 -1.87859 -0.12 -0.14 -0.03
H -0.02768 1.01657 -3.18637 0.07 -0.07 0.15
H 1.10249 -1.02905 2.52405 -0.23 -0.02 -0.07
C 0.06743 -1.04942 2.15433 0.00 0.04 0.08
C 0.45953 0.81451 -2.23511 -0.05 -0.10 0.06
O -0.64585 2.14703 1.00213 -0.29 0.06 -0.50
C 0.88446 -0.65141 -0.23509 0.14 0.08 -0.02
H -0.49529 -1.02329 -1.94352 0.14 0.11 0.07
H -1.03286 -1.49343 0.36276 0.20 -0.01 0.03
```
Positions in Å, forces in eV/Å.



No. 4
Molecular formula: C31H31AgIN2P
Method: DFT, wB97M-V/def2-TZVPD

**E_LUMO**: -0.05 eV
**HOMO**: -6.9 eV
**Gap between HOMO and LUMO**: 6.84 eV

XYZ file:
```
67
Properties=species:S:1:pos:R:3:forces:R:3
H 2.10254 -1.50913 1.06948 0.00 0.01 -0.01
I -0.22992 2.26372 -2.04678 0.02 0.01 -0.05
C -2.60258 -1.37644 -0.24954 0.01 -0.01 -0.03
C 1.57882 1.43667 -2.71970 -0.01 0.05 -0.02
P 0.05603 -0.88689 -0.79974 -0.01 0.00 0.12
H 1.95364 3.83970 1.54939 -0.01 0.01 0.00
H -5.45476 -1.48847 -2.06651 0.01 0.01 0.00
Ag 0.66402 0.95254 0.72550 0.08 -0.18 0.03
C 1.94973 -3.58509 1.59060 0.00 -0.01 0.01
C -2.91797 1.71093 0.68270 0.01 -0.02 0.07
H 4.60531 0.36549 -4.85893 -0.01 0.00 0.01
H 4.33455 2.73532 -4.19754 0.00 0.00 0.00
H 1.84339 1.27439 3.18778 0.00 0.01 0.00
H -3.69511 0.46400 4.17747 0.00 0.01 -0.01
C 1.78077 0.03771 -2.92652 0.03 0.02 -0.04
C 3.02379 -1.64116 -4.22984 -0.01 -0.02 0.00
H 2.98931 1.61242 1.92470 0.01 0.02 0.00
C 0.46451 -2.45667 0.05607 0.01 0.00 -0.01
H 0.12258 3.09063 3.87105 0.01 0.01 -0.01
C 1.01176 -1.03823 -2.36800 -0.02 -0.03 -0.02
C 1.95411 1.80390 2.22713 -0.08 0.03 -0.02
H -1.43600 -0.84391 -3.38587 0.00 0.00 0.01
H -2.25678 -1.45599 0.77466 0.00 -0.01 0.01
H 1.52932 -5.65612 1.96335 0.00 0.01 0.00
H 3.80519 3.61803 3.20315 -0.01 0.01 0.00
C -2.13840 -1.02757 -2.58183 -0.01 0.01 -0.02
C 2.86163 -0.30479 -3.79011 0.01 0.00 0.00
C -4.39969 -1.39011 -1.84414 -0.01 -0.02 0.03
H -5.52453 1.37416 2.77679 0.00 0.00 0.00
H -4.65320 -1.69002 0.27014 0.01 0.00 -0.01
C -3.95069 -1.50823 -0.53342 0.00 0.00 -0.02
C 2.17293 -2.61815 -3.81737 0.02 0.00 -0.01
H -1.26806 0.22269 4.37380 -0.01 0.00 0.00
C -4.22548 1.79616 1.10941 -0.02 0.00 0.00
C -3.49388 -1.15044 -2.86499 0.03 0.00 -0.01
C -3.50213 0.83152 3.17760 0.05 0.00 0.01
H -0.43878 -5.70131 0.46432 0.01 0.01 0.00
C 3.62608 1.98269 -3.87875 0.00 0.00 0.00
H -4.99229 2.19552 0.46119 0.01 0.00 0.01
H 2.68421 4.90470 3.67727 0.00 -0.01 -0.01
H 2.62357 3.32965 4.48107 0.00 0.00 -0.01
C -0.25146 -3.64306 -0.09662 0.00 0.00 0.00
H -3.83762 -1.06102 -3.88777 0.00 0.00 0.01
H 2.27921 -3.63555 -4.17038 0.00 0.01 0.01
C 0.35616 3.63288 2.94697 0.00 -0.01 0.02
C -1.68308 -1.13620 -1.27332 -0.02 -0.03 0.04
H 0.23115 4.69961 3.15321 0.01 -0.01 -0.01
H -0.37940 3.33463 2.19732 0.00 0.01 -0.01
C -2.19628 0.80044 2.65759 0.00 -0.05 -0.01
C 1.77484 3.30281 2.48921 0.01 0.00 0.02
C -4.51225 1.33669 2.39358 -0.03 0.00 -0.01
H 2.29831 3.41625 -2.97296 0.00 0.00 0.00
C 3.77909 0.67845 -4.23217 0.01 0.01 0.00
H 0.62208 -3.12383 -2.43177 0.00 0.00 0.00
H -2.64619 2.03547 -0.31576 -0.01 0.00 -0.01
H 3.83749 -1.86235 -4.91056 -0.01 0.01 0.01
H -0.23033 0.54893 3.06285 0.02 0.01 -0.01
C 1.19857 -2.30993 -2.85056 0.00 0.01 0.01
N -1.15429 0.26859 3.37557 -0.04 0.03 0.00
C 1.23403 -4.76239 1.42842 0.00 0.00 0.00
H -1.11718 -3.67461 -0.74702 -0.01 0.01 0.00
C 2.48385 2.36616 -3.15194 0.01 0.01 0.00
C 2.78007 3.82603 3.51775 0.03 0.00 0.01
H 2.80438 -3.55415 2.25437 -0.01 0.00 -0.01
N -1.91948 1.22698 1.42418 -0.06 0.09 -0.03
C 0.12974 -4.78805 0.58785 -0.01 0.01 -0.01
C 1.56107 -2.43661 0.91692 0.00 0.00 -0.01
```
Positions in Å, forces in eV/Å.



No. 5
Molecular formula: C3H10N3
Method: DFT, wB97M-V/def2-TZVPD

**E_LUMO (spin up / spin down)**: -4.26 / -4.26 eV
**HOMO (spin up / spin down)**: -12.9 / -12.9 eV
**Gap between HOMO and LUMO (spin up / spin down)**: 8.62 / 8.62 eV
**Net charge**: +1

XYZ file:
```
16
Properties=species:S:1:pos:R:3:forces:R:3
H -0.18714 1.42513 1.46925 1.16 -1.78 -1.54
H -2.14966 -1.26728 -0.53100 0.43 -0.69 -0.73
N 0.93215 0.10748 0.29866 -1.39 1.94 1.53
H 2.01842 0.32910 -1.46832 -0.51 1.36 1.38
N -0.01901 0.41146 1.12627 -0.85 0.78 -0.31
H 0.97175 1.68432 -0.96696 -1.46 1.87 -0.93
H 2.54668 1.51349 -0.08329 -1.67 -0.97 -0.91
H 0.73649 -1.81835 -0.66887 0.17 1.07 0.11
H 0.74882 -1.79070 1.06346 1.27 0.58 -0.67
C 1.21547 -1.25926 0.18120 -1.62 -3.08 0.44
C -1.97455 0.52802 0.28723 0.53 -2.23 -0.41
H 2.26407 -1.36233 0.02038 0.81 -0.48 0.44
N -2.64048 -0.42263 -0.35947 0.22 2.86 1.72
H -3.64839 -0.41350 -0.58432 0.58 0.03 0.43
C 1.63736 0.99436 -0.60058 3.35 -1.53 0.05
H -2.45196 1.34068 0.81635 -1.01 0.25 -0.61
```
Positions in Å, forces in eV/Å.